[1]
{"formula": "C26H33IrO4", "method": "ωB97M-V/def2-TZVPD", "e_tot_ev": -38515.5291, "multiplicity": 5, "homo_lumo_gap_ev": [3.8, 4.3], "relative_energy_kj_mol": 0.0, "elements": ["O", "H", "C", "C", "H", "C", "C", "H", "C", "C", "C", "H", "C", "H", "C", "H", "H", "H", "H", "C", "H", "H", "C", "C", "H", "H", "C", "H", "H", "H", "Ir", "H", "C", "C", "O", "H", "C", "O", "H", "C", "C", "H", "H", "H", "H", "H", "C", "C", "C", "H", "H", "H", "C", "H", "C", "C", "O", "H", "H", "H", "C", "H", "C", "H"], "xyz": [[1.332115, 1.345732, 2.492868], [-1.361515, 0.454275, 3.568910], [-0.690070, 1.048923, -1.803886], [-0.149408, 0.476427, -4.653014], [-3.419518, -2.531592, 1.094965], [-2.906676, -1.628645, 1.404873], [-1.845879, 0.445125, 1.375644], [1.956108, -1.433084, -0.049487], [1.397464, -1.584558, 2.104905], [-0.089739, 2.461988, -1.896432], [-0.094838, 0.113557, -6.120770], [0.837044, 0.414052, -6.605850], [1.374462, 2.176880, -1.529207], [-1.028237, 1.083825, -4.401608], [0.782590, 3.398259, 6.804081], [1.179175, -2.979984, -5.265890], [2.010766, -1.416329, -5.570434], [0.458028, -0.680849, -2.579470], [-1.382915, -3.074558, -5.534276], [1.390857, -1.947197, 0.727915], [1.423299, 0.120817, 4.816131], [-1.190040, 0.960433, -0.839777], [1.424852, 1.062668, 6.766463], [0.037611, -3.466725, 1.859075], [2.106990, 2.910018, -1.878384], [1.213289, -2.300859, -6.903616], [-2.456530, -1.331443, 2.747171], [0.301469, -3.587197, -0.380471], [1.920768, -0.743364, 2.544511], [-0.216302, 2.879629, -2.910369], [-0.760370, -1.555106, 1.463913], [1.771107, 0.165281, 7.282745], [1.152615, -2.048034, -5.835999], [-1.813544, -0.046537, 2.716944], [1.721476, 0.898939, -2.127689], [-0.977777, 0.452421, -6.667940], [0.536890, 0.105583, -1.829183], [-0.298668, -0.926598, -4.163263], [0.787160, 0.941899, -4.305829], [1.239232, 1.039628, 5.375105], [-2.518726, -0.536753, 0.557862], [-2.282579, -1.565897, -5.924932], [-1.214026, -2.319094, -7.132433], [-2.566633, -1.956609, 3.629543], [-2.706026, -0.462921, -0.510319], [-1.438624, 1.400664, 1.074208], [-0.150056, -1.325499, -5.564828], [0.616960, 3.370953, 5.412648], [0.573011, -2.521537, 2.822238], [0.614374, 4.326496, 7.356162], [-0.530794, 3.161536, -1.171819], [1.348592, 2.273294, 8.575643], [1.193050, 2.244286, 7.494728], [0.396115, -2.523895, 3.895809], [0.839099, 2.191018, 4.669788], [0.539838, -3.092044, 0.554117], [-0.068838, 3.123881, 2.722058], [0.309217, 4.280976, 4.897508], [-1.432359, 0.784302, -2.560107], [0.633783, -0.391962, -0.848120], [0.692772, 2.215600, 3.140945], [1.418905, 2.073212, -0.421379], [-1.342740, -2.115109, -6.059752], [-0.597640, -4.308627, 2.097058]], "atomic_forces_ev_per_a": [[-0.360, -0.132, -0.228], [0.004, -0.034, -0.293], [0.051, -0.078, 0.593], [0.030, 0.609, 0.582], [-0.030, 0.274, 0.038], [-0.255, -0.285, 0.345], [-0.690, -0.401, 0.032], [-0.272, -0.238, 0.358], [-0.433, -0.366, -0.005], [0.160, 0.001, -0.353], [-0.182, -0.198, 0.631], [-0.268, -0.207, -0.107], [0.337, -0.138, 0.305], [0.400, -0.174, 0.130], [-0.249, 0.459, -1.685], [0.176, 0.025, 0.013], [-0.180, -0.241, 0.016], [0.226, 0.283, 0.537], [-0.194, 0.071, -0.040], [1.589, -1.026, 0.065], [0.023, 0.238, 0.144], [0.174, 0.018, -0.310], [0.283, -2.876, -3.845], [0.728, -0.462, 0.839], [-0.191, -0.074, 0.103], [0.025, 0.115, 0.244], [-1.643, 0.720, 0.834], [0.089, 0.091, 0.205], [-0.270, 0.180, -0.165], [0.236, -0.105, 0.367], [1.412, 2.498, -3.021], [-0.121, 0.205, -0.229], [0.030, -0.231, 0.201], [-0.488, -0.424, 0.397], [-1.692, 0.250, 0.870], [0.229, -0.222, -0.110], [0.416, -0.132, -0.087], [-0.010, 1.163, -2.430], [-0.548, -0.260, 0.280], [0.595, -1.184, 2.548], [-0.715, 0.594, 0.563], [0.219, -0.141, 0.094], [-0.073, 0.038, 0.247], [-0.151, 0.210, -0.295], [0.123, -0.135, 0.323], [0.212, -0.098, 0.122], [-0.095, -0.433, -1.347], [-0.606, 3.415, 3.640], [1.041, -1.409, 0.478], [0.038, -0.287, -0.252], [0.086, -0.217, -0.261], [-0.087, -0.013, -0.393], [-0.406, 2.454, 1.969], [0.145, -0.034, -0.356], [0.279, -2.011, -3.168], [-0.158, 0.336, 0.291], [0.027, -0.492, -0.251], [0.083, -0.358, 0.050], [0.184, 0.206, 0.080], [0.012, 0.491, -0.044], [0.291, 0.226, 1.425], [0.204, 0.152, -0.503], [0.056, -0.227, -0.038], [0.152, 0.021, -0.139]]}

=====

[2]
{"formula": "C26H33O17PS", "method": "ωB97M-V/def2-TZVPD", "e_tot_ev": -82422.3196, "homo_lumo_gap_ev": 7.5, "elements": ["C", "H", "C", "H", "O", "O", "C", "H", "C", "S", "O", "C", "C", "C", "C", "O", "O", "C", "H", "C", "C", "C", "H", "H", "H", "H", "C", "H", "O", "O", "C", "H", "H", "H", "C", "O", "C", "P", "C", "H", "H", "H", "C", "H", "H", "H", "O", "H", "H", "C", "C", "H", "C", "O", "H", "O", "O", "O", "O", "H", "H", "C", "C", "C", "H", "O", "C", "H", "H", "H", "H", "O", "H", "O", "H", "H", "C", "H"], "xyz": [[4.642053, 6.696883, 3.092617], [-4.861019, -0.150443, -0.766997], [-2.034884, 0.228746, -3.098082], [3.776201, 3.282278, 6.448582], [-1.895977, -6.059678, 1.718564], [4.381943, 6.541208, 4.486491], [9.737032, 0.129499, -3.233891], [5.061505, 7.691915, 2.941028], [-3.769072, -0.153710, -1.130771], [2.960290, 2.102598, -3.599598], [3.605790, 4.448342, 4.057624], [-8.217941, -1.321214, -0.116747], [2.245593, 0.857408, 1.236310], [-1.653056, -6.135022, 0.538512], [7.498935, -0.487847, -3.381241], [8.437313, 0.133335, -2.646351], [-4.322296, 2.093775, -4.616864], [2.732167, 1.638563, -1.828975], [-6.141383, 1.705571, -2.493788], [3.858234, 5.350155, 4.819630], [-3.167545, -7.878450, 0.256957], [3.608058, 2.209144, -0.658953], [-4.003651, -7.314856, 0.677059], [5.371552, 5.958751, 2.751772], [5.422631, -2.102946, -3.516641], [0.571822, -3.844639, 0.016284], [-2.626662, -0.477376, -0.099205], [-1.701622, 0.485623, -4.169221], [1.055319, -0.471637, -3.609436], [-8.304186, -0.616548, 3.293325], [-7.865169, 0.409065, 4.182337], [10.410406, 0.655976, -2.556575], [-3.861362, 2.655876, -3.952234], [10.101010, -0.892815, -3.357672], [5.237835, -1.034313, -3.386851], [-4.962796, -0.423171, -5.017108], [0.115596, -0.710209, 0.376077], [-4.832946, 0.615750, -3.892949], [1.358521, 0.281818, 0.103955], [2.996071, 4.226697, 7.727402], [-3.550197, -8.526894, -0.531958], [3.716956, 6.620346, 2.516846], [1.599540, 0.653884, -1.406612], [4.063823, 2.255905, 1.675832], [-8.709933, -0.439060, -0.532174], [-8.635438, -2.206170, -0.597694], [-2.210624, -6.998130, -0.328418], [-6.777297, 0.503296, 4.155080], [5.051165, -0.554483, -4.350261], [-1.159615, -0.442429, -0.576013], [0.637457, -0.015169, -2.515478], [-2.699895, -8.503097, 1.021317], [-3.509732, 0.192374, -2.616761], [0.153362, -1.620347, 1.242451], [-7.144227, -1.295059, -0.315848], [3.664650, 5.337904, 6.148525], [-6.306273, 0.917789, -3.075617], [-8.469348, -1.426636, 1.283126], [6.333131, -0.411094, -2.718270], [2.052413, 0.568500, 2.322636], [4.429349, 2.949674, -0.971180], [-0.915871, -0.081688, -2.086091], [-0.105875, -4.400913, 0.663923], [3.395307, 1.835998, 0.837776], [0.484084, -4.887571, 1.444146], [-7.415425, 0.567385, 1.567721], [3.107902, 4.122993, 6.647665], [3.056676, 0.974337, -4.403021], [4.351121, -0.911523, -2.763270], [2.121700, 3.944069, 6.213615], [-8.161552, 0.123965, 5.192230], [-0.779525, -5.372435, -0.137817], [-0.818791, -3.700332, 1.099324], [7.673279, -1.020841, -4.449485], [-8.341689, 1.361066, 3.938040], [9.728909, 0.655397, -4.191179], [-8.003299, -0.393855, 2.003614], [-2.870509, -0.701284, 0.998874]], "atomic_forces_ev_per_a": [[0.101, 0.125, -0.428], [1.976, -0.040, -0.550], [0.096, -0.908, 3.311], [-0.144, 0.077, -0.119], [0.058, -0.060, -0.452], [-0.183, -0.382, 0.218], [0.421, 0.033, -0.124], [-0.074, -0.084, 0.295], [2.405, 0.174, -0.835], [0.213, 0.205, 0.863], [0.104, 0.287, 0.247], [-0.009, -0.046, -0.492], [0.578, 0.777, -3.878], [0.131, 0.098, -0.151], [-0.064, 0.028, 0.071], [-0.365, -0.149, -0.123], [-0.509, -1.895, 2.416], [-1.015, -2.354, 3.877], [-0.458, -0.853, -0.556], [0.047, 0.159, 0.138], [-0.288, -0.286, 0.104], [-1.897, -1.574, 0.365], [0.175, -0.053, 0.098], [-0.197, -0.018, 0.014], [0.058, 0.157, -0.135], [-0.195, -0.240, -0.135], [1.005, 0.739, -3.355], [-0.829, -0.494, 1.864], [-1.462, 1.853, 3.813], [0.063, 0.000, -0.481], [0.101, 0.287, 0.344], [-0.300, -0.025, 0.089], [-0.386, -0.423, -0.590], [-0.114, 0.110, -0.136], [-0.405, -0.203, -0.120], [0.143, 2.855, 3.498], [0.433, -0.940, 1.098], [-0.582, -1.036, -2.925], [1.539, 1.579, -1.003], [0.122, 0.245, -0.160], [0.214, 0.213, -0.084], [0.123, -0.151, 0.059], [1.296, 0.951, 1.731], [-1.183, -0.615, -1.694], [0.195, -0.013, 0.077], [-0.010, 0.028, 0.303], [0.205, 0.278, 0.175], [-0.137, 0.091, -0.119], [0.155, -0.167, 0.027], [-2.728, 0.811, -2.182], [0.326, -0.690, -1.158], [-0.087, 0.187, 0.030], [3.085, -0.371, 2.663], [-0.353, 3.697, -2.922], [-0.123, 0.132, 0.031], [0.104, 0.107, -0.459], [3.244, 0.561, -0.548], [0.151, 0.345, 0.371], [0.426, 0.067, -0.106], [0.326, 0.459, -1.810], [-1.363, -1.348, 0.707], [-1.536, 0.034, 0.999], [0.135, 0.224, 0.210], [-2.423, -1.506, -2.497], [-0.182, 0.050, 0.006], [-0.159, -0.355, 0.144], [-0.175, -0.354, 0.235], [-0.240, 0.347, 1.425], [0.250, 0.133, 0.120], [0.181, -0.053, -0.076], [-0.075, -0.199, -0.236], [-0.340, -0.447, 0.102], [0.107, -0.254, 0.027], [-0.053, 0.224, 0.432], [0.174, -0.079, -0.078], [-0.040, -0.204, 0.032], [-0.125, -0.199, 0.068], [0.340, 0.345, -1.979]]}

=====

[3]
{"formula": "C26H34Cl8N6O4", "method": "ωB97M-V/def2-TZVPD", "e_tot_ev": -144816.8421, "homo_lumo_gap_ev": 9.3, "elements": ["C", "H", "H", "C", "H", "Cl", "H", "H", "N", "C", "C", "H", "H", "C", "H", "C", "H", "H", "Cl", "O", "C", "C", "H", "C", "C", "Cl", "H", "C", "C", "H", "N", "H", "H", "Cl", "H", "N", "H", "C", "H", "H", "C", "H", "H", "Cl", "H", "H", "C", "C", "N", "Cl", "C", "H", "C", "C", "N", "H", "N", "H", "H", "H", "H", "Cl", "O", "C", "Cl", "O", "H", "C", "C", "H", "C", "O", "C", "C", "H", "H", "H", "C"], "xyz": [[2.074313, 3.900261, -1.835870], [-4.814794, 0.089065, -2.734843], [-1.674079, 5.376172, -0.583420], [5.552305, 2.113015, 2.421401], [-0.259963, 1.378538, -2.753703], [-2.447842, 3.859819, -2.184748], [6.192047, 2.989687, 2.453737], [2.961771, -0.636630, 2.323426], [1.277286, 1.525651, -4.071388], [1.434858, 4.753308, 0.326050], [-3.377661, -3.535936, 2.654588], [2.819231, -3.409708, -2.200795], [-0.347145, -1.463417, 0.590459], [-0.907871, 0.905823, -4.778317], [4.653849, 2.634317, 0.522596], [3.708352, 0.145712, 2.370644], [2.709885, 1.697703, -5.483170], [6.152597, 1.347091, 4.357303], [-5.949195, -1.000416, 3.851875], [-2.189343, 0.159592, 0.418518], [1.319081, 5.991623, -0.298335], [-4.389820, -0.224903, 3.433602], [4.578762, -0.521061, 4.242265], [1.851178, 3.714046, -0.470963], [-4.052372, -0.529790, -2.279393], [-3.255494, -1.608937, -3.411545], [-1.965693, -5.339598, -0.340228], [1.859371, -3.855965, -2.437376], [-0.000350, 1.246185, -3.799199], [0.655883, -0.294043, 1.404683], [1.230062, -3.253407, 3.577849], [-1.045786, 3.725457, -0.348726], [-0.643772, -3.978289, 4.165434], [-4.602947, 1.484400, 3.118931], [2.050427, -4.888510, -2.708966], [-2.884204, -2.868280, 1.619558], [-3.285695, 0.111816, -1.856415], [-1.922176, 4.323917, -0.550409], [0.843807, -4.811771, 4.867302], [-3.746119, -0.357762, 4.292669], [4.635413, 1.984681, 1.390512], [1.346608, 7.038302, -2.119997], [-2.646843, -6.691726, 1.708324], [-3.143034, 3.989788, 0.671733], [0.719914, -0.521285, -0.317266], [2.438270, 3.101881, -2.469529], [-0.454175, 0.728217, -6.078152], [1.459329, 6.053825, -1.676950], [3.776944, 0.967459, 1.324835], [1.119912, -3.045158, -3.816854], [-2.823471, -5.625159, 1.659423], [-3.771761, -5.435065, 3.591325], [4.608589, 0.187263, 3.425921], [-2.396551, -4.912713, 0.560597], [-1.046254, 0.523776, 0.347684], [1.191525, 4.554198, 1.360975], [1.853554, 5.052486, -2.455919], [-1.933794, 0.681064, -4.521956], [0.970386, 6.893221, 0.186945], [-4.004815, -0.653104, 2.513278], [-1.975644, -2.865505, -0.171670], [-4.773876, -1.409181, -0.908726], [-0.695126, 1.656423, 0.083973], [5.524420, 1.234779, 3.484937], [0.846294, -3.787380, -0.991485], [2.369548, -3.307952, 3.916033], [1.271092, 0.817150, -7.361605], [-3.402895, -4.924018, 2.712106], [1.652593, 1.498430, -5.344759], [-1.159333, 0.267640, -6.760885], [0.857687, 1.019659, -6.385404], [0.730318, -2.346541, 2.972998], [-2.440928, -3.522808, 0.551683], [0.035030, -0.444599, 0.528534], [-3.659882, -2.894925, 3.482804], [2.089773, 2.702656, -0.158510], [0.320774, -5.077549, 3.171371], [0.347664, -4.383007, 4.008601]], "atomic_forces_ev_per_a": [[-0.039, 0.366, 0.048], [-0.091, -0.280, -0.304], [-0.175, 0.098, 0.138], [-0.019, 1.165, 0.342], [-0.272, -0.214, -0.022], [-0.100, -0.014, -0.019], [0.087, -0.170, -0.122], [-0.056, -0.083, 0.020], [-0.255, 0.330, -0.130], [0.065, 0.061, -0.112], [0.263, -0.046, -0.210], [-0.141, 0.325, -0.035], [-0.549, 0.328, 0.321], [-0.120, -0.277, 0.155], [-0.006, 0.169, 0.133], [0.654, -0.471, -0.243], [-0.050, 0.194, -0.313], [0.212, 0.032, -0.128], [0.223, -0.022, -0.122], [-0.551, -0.339, 0.107], [-0.875, -0.239, -0.089], [-0.400, -0.108, -0.140], [-0.240, -0.132, -0.094], [0.717, -1.105, -0.940], [0.210, 0.343, 0.913], [-0.106, -0.154, -0.272], [-0.013, -0.512, 0.313], [0.429, -0.192, -0.145], [0.425, 0.642, 0.131], [-0.329, 0.640, 0.192], [-1.194, -0.590, 0.617], [-0.064, 0.058, 0.159], [-0.052, -0.035, 0.194], [0.017, 0.421, 0.072], [-0.322, -0.079, 0.075], [-0.136, 0.673, 0.063], [-0.027, 0.012, 0.029], [0.255, -0.134, -0.367], [-0.255, -0.167, 0.149], [0.166, 0.017, -0.078], [0.417, -0.942, -0.351], [-0.146, -0.144, -0.356], [-0.331, -0.059, -0.030], [0.014, 0.091, 0.004], [-0.257, 0.903, -0.236], [-0.118, -0.193, 0.140], [-0.542, -0.404, 0.250], [0.623, 0.667, 0.289], [-0.685, 0.492, 0.210], [0.055, 0.066, 0.075], [-0.177, 0.094, 0.101], [-0.010, 0.010, 0.008], [0.001, 0.491, 0.472], [0.658, 0.578, -1.402], [0.760, 0.382, -0.380], [0.137, 0.316, 0.136], [-0.122, 0.214, -0.032], [0.012, 0.039, 0.001], [0.133, -0.091, 0.327], [0.061, -0.301, 0.156], [-0.255, -0.414, -0.586], [-0.060, 0.096, -0.294], [0.095, 0.260, 0.051], [-0.451, -0.586, -0.254], [-0.039, -0.082, 0.058], [1.897, -0.129, 0.331], [0.028, 0.225, -0.097], [0.367, -0.033, 0.190], [0.575, -0.923, 0.135], [0.236, 0.258, -0.372], [0.008, 0.130, 0.285], [-0.612, 0.865, -0.876], [-0.002, -0.027, 1.557], [0.946, -2.250, -0.090], [-0.352, -0.338, 0.125], [-0.358, 0.139, 0.656], [0.010, -0.073, 0.044], [0.197, 0.159, -0.531]]}